{"formula": "C6H14N2", "method": "the ωB97M-V functional and the def2-TZVPD basis", "energy_ha": -346.4646, "lumo_energy_ev": 1.12, "homo_energy_ev": -9.0455, "e_above_lowest_kcal_mol": 39.23, "smiles": "C=CN=C.CC(C)N", "orbital_gap_ev": 10.17, "elements": ["C", "C", "C", "N", "H", "H", "H", "H", "H", "C", "C", "C", "N", "H", "H", "H", "H", "H", "H", "H", "H", "H"], "xyz": [[-2.959, 0.875, -0.907], [-2.795, 1.110, -2.197], [-1.796, -1.048, -0.441], [-2.048, 0.146, -0.118], [-3.753, 1.330, -0.327], [-1.999, 0.691, -2.803], [-3.456, 1.746, -2.771], [-1.074, -1.650, 0.091], [-2.333, -1.555, -1.250], [2.430, -0.257, 1.937], [1.255, -0.252, 0.938], [1.318, 1.003, 0.085], [1.279, -1.443, 0.077], [2.358, 0.607, 2.599], [2.424, -1.165, 2.541], [3.362, -0.193, 1.373], [0.323, -0.285, 1.507], [0.403, 1.079, -0.500], [1.384, 1.870, 0.741], [2.192, 1.014, -0.570], [1.450, -2.305, 0.579], [2.036, -1.320, -0.588]], "forces_ev_per_a": [[0.332, 0.022, 0.338], [-0.164, 0.090, -0.867], [-0.528, -0.351, -0.097], [-0.009, -0.079, -0.009], [-0.048, 0.077, -0.081], [0.220, -0.108, 0.383], [-0.221, 0.035, 0.296], [0.160, 0.201, 0.145], [0.032, 0.125, -0.121], [-0.454, 0.153, -0.250], [0.801, -0.519, 0.491], [-0.533, -0.079, 0.224], [0.063, 0.330, -0.466], [0.101, -0.026, 0.072], [0.079, -0.005, 0.010], [0.108, -0.055, 0.122], [-0.098, 0.196, -0.085], [0.110, 0.132, -0.157], [-0.038, 0.091, -0.072], [0.024, -0.125, -0.016], [0.072, 0.131, 0.181], [-0.010, -0.235, -0.041]]}

{"formula": "C6H14N2", "method": "the ωB97M-V functional and the def2-TZVPD basis", "energy_ha": -346.2994, "lumo_energy_ev": [0.33, 0.95], "homo_energy_ev": [-5.5438, -8.0366], "e_above_lowest_kcal_mol": 142.92, "orbital_gap_ev": [5.87, 8.98], "elements": ["C", "C", "C", "C", "C", "N", "N", "C", "H", "H", "H", "H", "H", "H", "H", "H", "H", "H", "H", "H", "H", "H"], "xyz": [[0.705, 0.014, 0.504], [-1.621, -0.415, -0.274], [0.587, 1.483, 0.766], [-2.120, -0.764, 1.090], [0.910, -0.522, -0.686], [3.131, -0.071, 0.585], [-2.119, 0.743, -0.840], [1.084, -1.031, -1.868], [0.707, -0.644, 1.364], [-1.528, -1.235, -0.974], [3.442, -1.027, 0.391], [3.499, 0.470, -0.205], [-2.176, 1.548, -0.231], [-1.764, 0.984, -1.754], [0.549, 2.057, -0.159], [-1.956, 0.049, 1.804], [1.467, 1.785, 1.334], [-0.303, 1.702, 1.362], [-3.201, -0.965, 1.072], [-1.619, -1.654, 1.471], [2.080, -1.159, -2.273], [0.245, -1.349, -2.480]], "forces_ev_per_a": [[0.454, -0.180, -0.519], [-0.737, -0.558, 0.300], [-0.010, -0.052, -0.023], [-0.125, 0.031, -0.179], [0.497, 0.341, 0.522], [0.505, 0.076, 0.242], [-0.364, 0.540, -0.285], [-0.030, -0.057, -0.108], [-0.073, -0.038, -0.011], [0.045, -0.028, -0.014], [-0.129, -0.010, -0.063], [-0.152, -0.035, -0.059], [0.053, -0.057, -0.050], [0.032, 0.004, 0.101], [-0.008, -0.038, 0.019], [0.013, 0.013, 0.015], [-0.041, 0.062, 0.039], [0.060, -0.012, -0.039], [0.023, -0.002, 0.087], [-0.002, -0.003, 0.010], [-0.015, -0.016, -0.027], [0.007, 0.019, 0.040]]}